1.
# C24H54BrN6

A 3-piece molecular cluster, C24H54BrN6 overall in a non-equilibrium geometry (ωB97M-V/def2-TZVPD, the Open Molecules 2025 dataset).

The calculation puts the HOMO-LUMO gap at 4.892 eV. Its multiplicity is 1. The value obtained for the HOMO energy is -9.396 eV. The net charge is +1.

Cartesian coordinates (Å):
C  -0.613  4.583  -2.124
C  0.430  3.835  -1.178
C  -0.151  3.367  0.227
C  -1.625  2.764  0.175
C  -1.801  1.605  -0.935
C  -1.583  0.161  -0.290
C  -0.258  -0.591  -0.731
C  0.091  -0.511  -2.279
C  -1.138  -0.751  -3.267
C  -0.972  0.176  -4.584
C  0.344  -0.121  -5.389
N  0.834  0.534  -6.574
C  2.081  -0.023  -6.979
N  2.877  0.268  -8.029
N  2.366  -1.045  -6.018
Br  3.850  -2.169  -5.909
N  1.350  -1.084  -5.152
H  -0.187  4.519  -3.185
H  -1.636  4.108  -2.171
H  -0.692  5.677  -1.841
H  0.786  2.910  -1.757
H  1.362  4.470  -1.012
H  0.507  2.601  0.765
H  -0.191  4.266  0.936
H  -2.025  2.403  1.170
H  -2.318  3.608  -0.168
H  -2.907  1.659  -1.236
H  -1.215  1.809  -1.879
H  -1.513  0.314  0.842
H  -2.517  -0.475  -0.450
H  0.663  -0.212  -0.167
H  -0.336  -1.698  -0.455
H  0.854  -1.344  -2.482
H  0.606  0.451  -2.602
H  -2.151  -0.475  -2.843
H  -1.230  -1.844  -3.595
H  -1.901  0.176  -5.235
H  -0.875  1.242  -4.184
H  2.824  -0.306  -8.879
H  3.518  1.063  -8.020
H  1.393  -1.794  -4.415
C  0.802  -7.328  0.965
C  0.826  -6.682  -0.416
N  0.823  -5.224  -0.383
C  0.568  -4.621  -1.684
C  1.602  -4.846  -2.790
C  1.883  -4.596  0.398
C  3.330  -4.910  0.019
H  -0.047  -6.970  1.552
H  0.708  -8.411  0.864
H  1.720  -7.133  1.523
H  -0.071  -7.023  -0.943
H  1.686  -7.076  -0.972
H  0.417  -3.542  -1.558
H  -0.396  -4.996  -2.045
H  2.496  -4.240  -2.635
H  1.178  -4.546  -3.754
H  1.898  -5.892  -2.878
H  1.741  -4.870  1.448
H  1.744  -3.509  0.387
H  3.493  -5.973  -0.172
H  3.994  -4.624  0.840
H  3.652  -4.346  -0.856
C  -1.442  1.467  4.234
C  -1.108  2.937  4.462
N  -2.090  3.647  5.269
C  -1.913  5.095  5.250
C  -0.629  5.664  5.856
C  -2.382  3.072  6.578
C  -1.220  2.898  7.555
H  -2.437  1.352  3.795
H  -0.717  1.026  3.544
H  -1.400  0.890  5.160
H  -1.059  3.409  3.474
H  -0.101  3.005  4.892
H  -2.771  5.571  5.736
H  -1.967  5.427  4.206
H  -0.650  5.638  6.945
H  -0.520  6.713  5.567
H  0.264  5.139  5.510
H  -2.846  2.092  6.424
H  -3.166  3.662  7.065
H  -0.329  2.482  7.079
H  -1.512  2.207  8.352
H  -0.951  3.837  8.036



2.
# H3O2PS

A 2-piece molecular cluster, H3O2PS overall in a non-equilibrium geometry (ωB97M-V/def2-TZVPD, the Open Molecules 2025 dataset).

The calculation puts the HOMO-LUMO gap at 8.685 eV. Its multiplicity is 1. The value obtained for the HOMO energy is -8.988 eV.

Cartesian coordinates (Å):
O  -0.735  -0.181  -0.084
O  2.262  0.510  -0.124
P  2.444  1.766  0.832
S  4.340  2.016  1.005
H  -1.519  -0.014  -0.745
H  1.382  0.171  -0.372
H  -0.785  -1.100  -0.019



3.
# C6H9N3O

A 2-piece molecular cluster, C6H9N3O overall in a non-equilibrium geometry (ωB97M-V/def2-TZVPD, the Open Molecules 2025 dataset).

The calculation puts the HOMO-LUMO gap (alpha / beta) at 8.806 / 7.804 eV. Its multiplicity is 1. The value obtained for the HOMO energy (alpha / beta) is -9.628 / -8.516 eV.

Cartesian coordinates (Å):
C  2.642  1.023  -0.322
C  0.017  -0.416  0.460
C  2.855  -0.328  -0.555
C  -2.055  -0.762  -0.603
C  -1.482  1.522  0.431
C  -1.465  -0.104  0.540
N  2.363  2.070  0.110
N  3.474  -1.062  -1.303
N  0.601  -0.997  1.386
O  1.766  -1.385  1.462
H  0.639  -0.002  -0.431
H  -1.135  -0.984  -1.211
H  -2.616  -1.656  -0.247
H  -2.729  -0.216  -1.266
H  -0.514  2.072  0.134
H  -2.360  1.857  -0.200
H  -1.820  1.916  1.473
H  -1.706  -0.516  1.533
H  3.525  -2.030  -1.389



4.
# C30H39BN8OPbS3

C30H39BN8OPbS3 as an isolated structure (ωB97M-V/def2-TZVPD, the Open Molecules 2025 dataset).

The calculation puts the HOMO-LUMO gap at 7.106 eV. Its multiplicity is 1. The value obtained for the HOMO energy is -7.186 eV.

Cartesian coordinates (Å):
Pb  -0.407  -0.028  -0.017
C  1.901  -1.377  2.397
C  3.283  -1.002  1.876
C  3.979  -0.059  2.867
C  3.273  -0.385  0.507
C  4.430  -0.086  -0.232
C  3.964  0.474  -1.399
N  2.622  0.498  -1.347
N  2.192  -0.027  -0.182
B  1.705  1.031  -2.464
N  0.812  -0.114  -2.976
C  0.690  -0.497  -4.251
C  -0.164  -1.576  -4.306
C  -0.538  -1.814  -2.977
N  0.052  -0.909  -2.190
C  -1.381  -2.970  -2.512
C  -1.588  -3.048  -1.003
C  -0.722  -4.273  -2.988
N  0.885  2.215  -1.908
C  0.840  3.449  -2.412
C  0.089  4.241  -1.567
C  -0.311  3.394  -0.531
N  0.167  2.163  -0.765
C  -1.023  3.797  0.732
C  -0.096  3.559  1.931
C  -2.359  3.092  0.950
H  1.990  -1.888  3.357
H  1.383  -2.039  1.701
H  1.292  -0.483  2.543
H  3.884  -1.915  1.806
H  3.427  0.880  2.942
H  4.995  0.166  2.546
H  4.023  -0.518  3.856
H  5.453  -0.266  0.052
H  4.491  0.859  -2.255
H  2.379  1.423  -3.369
H  1.221  0.015  -5.035
H  -0.479  -2.106  -5.187
H  -2.360  -2.879  -2.992
H  -0.621  -3.087  -0.492
H  -2.145  -3.953  -0.757
H  -2.164  -2.199  -0.642
H  0.239  -4.400  -2.486
H  -0.546  -4.262  -4.063
H  -1.351  -5.132  -2.749
H  1.346  3.692  -3.331
H  -0.147  5.285  -1.684
H  -1.220  4.868  0.646
H  0.213  2.511  1.961
H  -0.611  3.800  2.863
H  0.802  4.174  1.861
H  -2.215  2.039  1.193
H  -2.981  3.140  0.058
H  -2.903  3.558  1.774
S  -2.112  -2.796  6.765
C  -1.857  -2.118  5.126
C  -1.718  -2.951  4.026
C  -1.512  -2.368  2.786
N  -1.439  -1.054  2.601
C  -1.588  -0.263  3.658
C  -1.797  -0.745  4.942
C  -0.390  -3.232  7.044
C  0.107  -4.464  6.650
C  1.453  -4.723  6.875
N  2.280  -3.856  7.447
C  1.786  -2.683  7.827
C  0.458  -2.319  7.650
H  -1.778  -4.026  4.126
H  -1.400  -2.982  1.899
H  -1.531  0.805  3.469
H  -1.908  -0.071  5.780
H  -0.532  -5.201  6.185
H  1.886  -5.672  6.581
H  2.486  -2.000  8.295
H  0.094  -1.353  7.971
C  -5.047  2.071  -3.753
O  -4.617  1.349  -2.605
C  -3.302  1.129  -2.428
S  -2.166  1.661  -3.494
S  -3.053  0.231  -0.982
H  -6.118  2.213  -3.629
H  -4.838  1.510  -4.665
H  -4.536  3.032  -3.820



5.
# C6H12N3O2

An isolated ion of composition C6H12N3O2 and charge +1 in a non-equilibrium geometry (ωB97M-V/def2-TZVPD, the Open Molecules 2025 dataset).

The calculation puts the HOMO-LUMO gap at 8.494 eV. Its multiplicity is 1. The value obtained for the HOMO energy is -11.872 eV. The net charge is +1.

Cartesian coordinates (Å):
C  -1.085  1.583  -0.514
C  1.247  0.600  -0.013
C  -0.638  -0.905  -0.383
C  -0.103  1.251  0.567
C  1.360  -1.757  -1.147
C  -2.493  -0.113  1.055
N  0.655  -0.659  -0.536
N  -1.191  0.338  0.330
N  2.332  0.256  0.957
O  -1.475  -1.710  -0.584
O  -0.753  1.596  -1.821
H  -1.886  2.357  -0.141
H  -0.193  1.935  1.322
H  1.925  -1.406  -2.038
H  2.185  -2.161  -0.409
H  0.553  -2.459  -1.479
H  -3.131  -0.249  0.195
H  -2.259  -1.082  1.447
H  -2.797  0.605  1.763
H  3.144  0.291  0.322
H  2.162  -0.713  1.256
H  2.255  1.043  1.654
H  0.187  1.361  -1.802



6.
# C31H82N28O18P

A 14-piece molecular cluster, C31H82N28O18P overall in a non-equilibrium geometry (ωB97M-V/def2-TZVPD, the Open Molecules 2025 dataset).

The calculation puts the HOMO-LUMO gap at 5.885 eV. Its multiplicity is 1. The value obtained for the HOMO energy is -4.788 eV. The net charge is -1.

Cartesian coordinates (Å):
C  -0.516  4.300  -2.434
C  -0.348  3.061  -3.344
C  -0.913  1.753  -2.724
C  -2.461  1.778  -2.671
C  -3.099  0.789  -1.652
C  -2.400  -0.621  -1.684
O  -3.003  -1.651  -2.097
O  -1.216  -0.707  -1.224
C  -4.577  0.614  -2.155
C  -4.889  0.153  -3.449
C  -6.191  0.001  -3.925
C  -7.292  0.349  -3.113
C  -6.994  0.822  -1.832
C  -5.675  0.946  -1.344
N  -3.207  1.325  -0.275
N  -2.336  2.405  -0.004
C  -3.146  0.274  0.736
C  -3.613  0.851  2.140
P  -2.436  0.558  3.509
O  -3.170  -0.016  4.658
O  -1.710  1.964  3.926
C  -2.089  2.451  5.227
C  -3.531  3.010  5.291
O  -1.259  -0.488  3.117
C  -0.060  0.110  2.568
C  1.029  0.336  3.648
H  -0.317  4.084  -1.374
H  -1.574  4.629  -2.503
H  0.101  5.160  -2.733
H  0.740  2.938  -3.502
H  -0.886  3.235  -4.299
H  -0.480  1.666  -1.711
H  -0.521  0.894  -3.293
H  -2.801  1.564  -3.700
H  -2.786  2.817  -2.480
H  -4.059  -0.111  -4.114
H  -6.334  -0.396  -4.938
H  -8.333  0.267  -3.475
H  -7.843  1.113  -1.199
H  -5.571  1.344  -0.333
H  -2.929  3.174  0.300
H  -1.648  2.183  0.714
H  -3.815  -0.571  0.529
H  -2.087  -0.008  0.861
H  -3.861  1.923  2.072
H  -4.546  0.343  2.439
H  -1.886  1.716  6.022
H  -1.413  3.304  5.430
H  -3.866  3.283  4.279
H  -3.647  3.823  6.020
H  -4.181  2.174  5.612
H  -0.257  1.072  2.059
H  0.380  -0.535  1.786
H  0.743  -0.096  4.628
H  1.981  -0.100  3.293
H  1.236  1.413  3.782
C  0.155  -2.889  6.049
O  0.913  -1.956  5.839
N  0.403  -3.835  7.012
N  -0.994  -3.067  5.345
H  -0.204  -4.609  7.200
H  1.244  -3.732  7.548
H  -1.211  -2.390  4.629
H  -1.630  -3.826  5.498
C  -2.638  -3.530  1.586
O  -2.644  -3.719  2.800
N  -1.760  -2.723  0.960
N  -3.533  -4.143  0.743
H  -1.751  -2.564  -0.043
H  -1.083  -2.250  1.531
H  -4.206  -4.760  1.158
H  -3.545  -3.995  -0.253
C  -1.159  -7.862  1.114
O  -0.363  -8.803  1.115
N  -2.471  -8.012  0.786
N  -0.783  -6.601  1.431
H  -3.129  -7.255  0.777
H  -2.781  -8.934  0.542
H  0.181  -6.458  1.671
H  -1.405  -5.813  1.432
C  -0.799  6.308  4.038
O  -1.991  6.044  4.018
N  -0.329  7.576  3.796
N  0.160  5.385  4.298
H  0.642  7.820  3.805
H  -1.009  8.286  3.598
H  -0.143  4.445  4.475
H  1.140  5.583  4.316
C  2.929  -6.977  -0.409
O  4.058  -6.519  -0.253
N  2.324  -7.045  -1.631
N  2.187  -7.450  0.621
H  1.403  -7.416  -1.774
H  2.839  -6.702  -2.420
H  2.601  -7.408  1.535
H  1.255  -7.832  0.523
C  4.009  -2.402  0.132
O  3.962  -1.254  0.554
N  2.932  -3.030  -0.412
N  5.142  -3.151  0.174
H  2.956  -3.970  -0.760
H  2.071  -2.511  -0.462
H  5.963  -2.722  0.570
H  5.197  -4.095  -0.164
C  3.469  4.409  -1.959
O  2.285  4.142  -1.995
N  3.954  5.665  -2.208
N  4.420  3.474  -1.664
H  4.927  5.901  -2.182
H  3.283  6.379  -2.426
H  4.102  2.539  -1.477
H  5.402  3.671  -1.624
C  -9.523  -2.364  -5.042
O  -9.383  -1.211  -4.684
N  -10.723  -2.864  -5.475
N  -8.491  -3.256  -5.039
H  -10.857  -3.811  -5.773
H  -11.502  -2.233  -5.489
H  -7.597  -2.920  -4.723
H  -8.579  -4.212  -5.327
C  2.886  3.658  2.661
O  1.959  3.631  3.459
N  2.708  3.499  1.327
N  4.185  3.852  3.045
H  3.461  3.519  0.662
H  1.769  3.354  0.997
H  4.360  3.970  4.026
H  4.959  3.876  2.402
C  -3.730  2.124  -6.653
O  -3.133  1.390  -5.891
N  -5.093  2.199  -6.676
N  -3.086  2.939  -7.546
H  -5.608  2.798  -7.293
H  -5.595  1.616  -6.026
H  -2.083  2.909  -7.552
H  -3.559  3.553  -8.181
C  7.687  4.482  0.313
O  6.657  3.936  0.677
N  8.481  3.966  -0.671
N  8.127  5.651  0.858
H  9.329  4.397  -0.986
H  8.187  3.104  -1.095
H  7.567  6.058  1.584
H  8.969  6.115  0.574
C  7.748  -4.752  -3.046
O  8.868  -4.298  -2.895
N  7.143  -4.816  -4.272
N  6.999  -5.234  -2.013
H  6.223  -5.184  -4.421
H  7.662  -4.470  -5.057
H  7.409  -5.203  -1.098
H  6.075  -5.612  -2.120
C  7.321  0.216  1.604
O  7.591  -0.966  1.764
N  8.291  1.188  1.588
N  6.054  0.664  1.429
H  8.098  2.162  1.461
H  9.240  0.890  1.714
H  5.316  -0.028  1.438
H  5.818  1.628  1.294



7.
# C2H4N3O

A 2-piece molecular cluster, C2H4N3O overall in a non-equilibrium geometry (ωB97M-V/def2-TZVPD, the Open Molecules 2025 dataset).

The calculation puts the HOMO-LUMO gap (alpha / beta) at 8.843 / 8.843 eV. Its multiplicity is 1. The value obtained for the HOMO energy (alpha / beta) is -14.640 / -14.640 eV. The net charge is +1.

Cartesian coordinates (Å):
C  -1.694  -0.232  -1.485
C  -0.168  -0.951  0.707
N  1.901  1.664  1.408
N  0.725  -0.208  1.002
N  1.674  0.538  1.157
O  -0.554  -0.515  -1.297
H  -2.088  0.039  -2.631
H  -2.614  -0.178  -0.780
H  -0.107  -2.003  0.514
H  2.926  1.844  1.406



8.
# C7H14

An isolated molecule of C7H14 (ωB97M-V/def2-TZVPD, the Open Molecules 2025 dataset).

The calculation puts the HOMO-LUMO gap at 11.299 eV. Its multiplicity is 1. The value obtained for the HOMO energy is -10.076 eV.

Cartesian coordinates (Å):
C  1.176  0.267  1.432
C  0.387  1.190  0.496
C  1.384  2.028  -0.312
C  -0.615  0.504  -0.468
C  -1.258  -0.799  -0.035
C  -1.690  -1.776  -1.097
C  -0.541  -2.112  -0.190
H  2.032  -0.188  0.917
H  1.577  0.857  2.265
H  0.568  -0.539  1.852
H  -0.192  1.873  1.134
H  2.128  2.495  0.343
H  1.925  1.379  -1.013
H  0.897  2.818  -0.896
H  -1.421  1.223  -0.675
H  -0.124  0.329  -1.436
H  -1.916  -0.730  0.830
H  -2.626  -2.314  -0.974
H  -1.455  -1.527  -2.129
H  0.461  -2.105  -0.614
H  -0.695  -2.874  0.570



| no. | E (eV) |
| --- | --- |
| 1 | -104736.4478 |
| 2 | -24268.2055 |
| 3 | -12878.7115 |
| 4 | -84144.1312 |
| 5 | -14971.0108 |
| 6 | -121361.5978 |
| 7 | -8642.5651 |
| 8 | -7485.3453 |